[1]
The following is a quantum chemistry calculation of a structure of composition C10H10BrClFe in a non-equilibrium geometry, from the Open Molecules 2025 dataset.

Last column: Löwdin charge in e.
Geometry (Å):
C1 1.3706 -1.8497 -0.5970  -0.115
C2 2.3100 -1.2819 0.2811  -0.143
C3 1.7950 -1.3332 1.6083  -0.285
H1 3.2926 -0.9277 -0.0079  0.094
C4 0.4719 -1.9668 1.5185  -0.245
C5 0.2016 -2.2010 0.1361  -0.073
H2 -0.7288 -2.5944 -0.2946  0.107
H3 1.4910 -2.0321 -1.6777  0.101
H4 2.2622 -0.9588 2.5146  0.072
H5 -0.1368 -2.3060 2.3592  0.065
Fe1 0.5162 0.3794 2.2309  0.073
Br1 1.8347 2.0100 1.3135  0.029
C6 -1.8733 1.6524 -1.5046  -0.176
C7 -2.1522 0.2469 -1.5359  -0.183
C8 -1.2175 -0.3786 -2.3845  -0.215
H6 -2.9106 -0.2582 -0.9395  0.065
C9 -0.2343 0.5916 -2.7081  -0.184
C10 -0.6854 1.8633 -2.2488  -0.181
H7 -0.1891 2.8153 -2.3962  0.062
H8 -2.3889 2.3693 -0.8916  0.059
H9 -1.1925 -1.4423 -2.6605  0.069
H10 0.7114 0.3802 -3.1934  0.063
Cl1 -1.6166 0.0143 2.3957  -0.060

M   301.39 g mol⁻¹
2S+1   6
LUMO (alpha / beta)   2.81 / 0.75 eV
Gap between HOMO and LUMO (alpha / beta)   6.23 / 3.02 eV
Calculated total energy   -127483.0006 eV
Charge   -1

---

[2]
The following is a quantum chemistry calculation of the molecule C4H7N3O in a non-equilibrium geometry, from the Open Molecules 2025 dataset.

Last column: Löwdin charge in e.
Geometry (Å):
N1 2.6717 0.3415 -0.2969  -0.070
N2 1.3340 -0.0704 -0.4956  -0.075
C1 0.7034 -0.1293 0.5293  -0.285
C2 -0.7059 -0.5893 0.7352  -0.246
C3 -1.2687 -1.5496 -0.4414  0.020
N3 -1.5974 -0.0830 -0.2604  -0.048
C4 -1.6537 1.1716 -0.5240  -0.360
O1 -1.1739 1.9773 0.3135  -0.039
H1 2.5892 1.1491 -1.1320  0.141
H2 2.8624 1.0253 0.6369  0.137
H3 1.1438 -0.0115 1.7287  0.165
H4 -0.7247 -0.6554 2.0589  0.209
H5 -1.9797 -2.2876 0.0013  0.099
H6 -0.3128 -1.8942 -1.1805  0.170
H7 -1.8876 1.6055 -1.6731  0.184

M   113.12 g mol⁻¹
2S+1   1
LUMO   0.86 eV
Gap between HOMO and LUMO   10.33 eV
Calculated total energy   -10772.3619 eV
Structure (SMILES)   N/N=C/[C@@H]1CN1C=O
Charge   0

---

[3]
The following is a quantum chemistry calculation of a structure of composition C34H54BEuN12 in a non-equilibrium geometry, from the Open Molecules 2025 dataset.

Last column: Löwdin charge in e.
Geometry (Å):
Eu1 0.0785 0.3649 0.1982  2.028
C1 3.2154 -0.1257 -2.3575  -0.130
C2 2.4905 1.1980 -2.2118  -0.209
N1 2.2110 1.5236 -0.7943  -0.131
C3 2.2135 2.9774 -0.5659  -0.196
C4 0.9699 3.5853 -1.1719  -0.193
N2 -0.2230 2.9841 -0.5450  -0.108
C5 -1.4521 3.5698 -1.1371  -0.194
C6 -1.5998 3.3161 -2.6340  -0.159
C7 -1.3409 1.8899 -3.0945  -0.235
N3 -2.1813 0.8960 -2.4069  -0.057
C8 -2.6057 -0.2146 -3.2990  -0.184
C9 -1.9108 -1.5570 -3.0965  -0.120
N4 0.1207 -0.8155 -2.0161  -0.033
C10 2.5166 -1.4200 -1.9145  -0.100
H1 4.1584 -0.0428 -1.8106  0.121
H2 3.5005 -0.2278 -3.4052  0.121
H3 1.5588 1.1958 -2.7726  0.079
H4 3.1290 1.9777 -2.6415  0.132
H5 2.9480 1.1047 -0.2336  0.081
H6 3.1126 3.4435 -0.9840  0.136
H7 2.2250 3.1711 0.5092  0.100
H8 0.9406 3.3874 -2.2419  0.108
H9 0.9765 4.6749 -1.0540  0.142
H10 -0.2131 3.3018 0.4236  0.083
H11 -1.4561 4.6525 -0.9659  0.133
H12 -2.3077 3.1670 -0.6026  0.081
H13 -0.9488 3.9852 -3.1989  0.118
H14 -2.6152 3.6075 -2.9176  0.129
H15 -0.2942 1.6205 -2.9449  0.063
H16 -1.5139 1.8545 -4.1763  0.121
H17 -3.0238 1.3814 -2.1210  0.090
H18 -2.5221 0.1016 -4.3435  0.117
H19 -3.6689 -0.3959 -3.1264  0.125
H20 -2.3069 -2.2486 -3.8439  0.137
H21 -2.2162 -1.9838 -2.1310  0.126
H22 -0.6834 -0.9623 -1.3873  0.040
H23 2.4065 -2.1077 -2.7537  0.118
H24 3.1390 -1.9252 -1.1782  0.127
C11 3.5008 1.2984 2.3000  -0.035
C12 3.1602 -0.1360 2.0517  -0.340
C13 3.9625 -1.2124 2.4191  0.032
C14 3.3010 -2.3372 1.9683  -0.255
C15 3.7178 -3.7589 2.0918  0.000
N5 2.1647 -1.9364 1.3659  0.026
N6 2.0609 -0.5685 1.4144  -0.034
B1 1.0640 -2.8578 0.7782  -0.555
N7 0.8843 -2.6190 -0.7202  0.027
N8 1.1988 -1.3433 -1.2263  -0.230
C16 -0.3696 -1.6570 -3.1617  -0.465
C17 0.1968 -1.1469 -4.4817  0.006
C18 -0.0220 -3.0915 -2.8725  -0.010
C19 0.4469 -3.5242 -1.6940  -0.267
C20 0.5615 -4.9823 -1.3737  -0.004
N9 -0.2432 -2.6511 1.5975  0.016
N10 -0.8810 -1.4326 1.7019  -0.032
C21 -1.8561 -1.6183 2.6266  -0.320
C22 -2.8057 -0.5998 3.1725  -0.018
C23 -1.8479 -2.9293 3.0757  0.026
C24 -0.8075 -3.5531 2.4100  -0.252
C25 -0.3445 -4.9559 2.5804  0.002
H25 3.7124 1.4637 3.3568  0.098
H26 2.7115 1.9849 1.9981  0.024
H27 4.4032 1.5855 1.7568  0.099
H28 4.9005 -1.1756 2.9445  0.125
H29 4.6852 -3.8107 2.5858  0.093
H30 3.8047 -4.2351 1.1158  0.092
H31 3.0030 -4.3323 2.6801  0.081
H32 1.3921 -3.9795 0.9689  0.106
H33 -0.0964 -0.1148 -4.6716  0.073
H34 -0.1694 -1.7608 -5.3046  0.103
H35 1.2845 -1.2049 -4.4944  0.080
H36 -0.2833 -3.8175 -3.6300  0.129
H37 0.2970 -5.5766 -2.2448  0.092
H38 -0.1164 -5.2540 -0.5639  0.076
H39 1.5735 -5.2361 -1.0587  0.094
H40 -2.3305 0.3457 3.4301  0.063
H41 -3.2326 -1.0000 4.0895  0.095
H42 -3.6362 -0.3915 2.4978  0.074
H43 -2.5019 -3.3690 3.8077  0.125
H44 -1.0362 -5.4819 3.2347  0.093
H45 0.6445 -4.9919 3.0364  0.085
H46 -0.2948 -5.4942 1.6356  0.075
N11 0.1774 1.5319 2.5163  0.029
C26 -0.7813 2.5712 2.7145  -0.269
C27 -0.5938 3.6467 3.5388  0.011
C28 -1.6195 4.6048 3.7033  -0.035
C29 -2.8294 4.4491 3.0912  0.000
C30 -3.0543 3.3425 2.2378  -0.137
C31 -4.2956 3.0697 1.6171  0.036
C32 -4.4270 1.9550 0.8344  -0.018
C33 -3.2956 1.1483 0.6068  -0.172
N12 -2.1140 1.3864 1.1331  -0.022
C34 -2.0024 2.4329 2.0018  -0.229
H47 1.0462 1.7239 2.9994  0.080
H48 -0.1655 0.6470 2.9003  0.078
H49 0.3283 3.7505 4.0971  0.126
H50 -1.4468 5.4463 4.3589  0.122
H51 -3.6322 5.1546 3.2577  0.129
H52 -5.1344 3.7315 1.7913  0.136
H53 -5.3714 1.6892 0.3825  0.122
H54 -3.3728 0.2732 -0.0281  0.114

M   793.67 g mol⁻¹
2S+1   7
LUMO (alpha / beta)   -6.64 / -5.57 eV
Gap between HOMO and LUMO (alpha / beta)   5.95 / 7.02 eV
Calculated total energy   -74012.3479 eV
Charge   +2

---

[4]
The following is a quantum chemistry calculation of a structure of composition C48H55AgAsN6OSTe in a non-equilibrium geometry, from the Open Molecules 2025 dataset.

Last column: Löwdin charge in e.
Geometry (Å):
Ag1 -0.8430 -0.6907 -1.0076  0.601
N1 -3.2493 -0.3218 -2.4100  -0.018
C1 -3.0672 0.1657 -3.7682  -0.264
C2 -1.6172 0.5837 -4.0066  -0.215
N2 -0.6324 -0.4056 -3.5735  -0.102
C3 -0.6849 -1.6904 -4.2600  -0.219
C4 -1.4993 -2.7284 -3.4803  -0.266
N3 -0.9287 -2.9080 -2.1480  -0.055
H1 -4.2061 -0.6380 -2.2842  0.080
H2 -3.1041 0.4457 -1.7495  0.034
H3 -3.6984 1.0395 -4.0019  0.116
H4 -3.3471 -0.6256 -4.4733  0.103
H5 -1.4276 1.4889 -3.4283  0.093
H6 -1.5145 0.8156 -5.0792  0.121
H7 0.2778 0.0151 -3.7342  0.098
H8 0.3333 -2.0822 -4.3518  0.111
H9 -1.1091 -1.5946 -5.2707  0.119
H10 -1.5150 -3.6678 -4.0527  0.115
H11 -2.5148 -2.3692 -3.3403  0.081
H12 0.0160 -3.2820 -2.2318  0.038
H13 -1.4668 -3.5976 -1.6295  0.070
S1 -0.0981 -0.5449 2.0565  0.680
C5 -1.2920 -1.4427 2.7572  -0.825
N4 -1.9788 -1.1065 3.8703  0.049
C6 -3.0456 -2.0509 4.1390  -0.124
C7 -2.7076 -3.2304 3.2040  -0.139
N5 -1.6763 -2.6752 2.3642  0.005
H14 -2.0602 -0.1370 4.1283  0.141
H15 -4.0266 -1.6219 3.9068  0.102
H16 -3.0377 -2.3524 5.1893  0.114
H17 -3.5723 -3.5544 2.6200  0.099
H18 -2.3222 -4.0924 3.7620  0.112
H19 -1.3495 -3.0784 1.4995  0.059
C8 4.1733 6.9614 1.3982  -0.056
C9 3.2265 5.8375 1.0871  -0.278
C10 1.9730 5.7613 1.6737  -0.019
C11 1.0919 4.7299 1.3679  -0.298
C12 -0.2559 4.6916 2.0197  -0.070
C13 1.4624 3.7417 0.4569  -0.252
Te1 -0.0266 2.0092 0.0259  1.561
N6 -1.9225 0.9989 -0.0162  -0.313
C14 -2.5493 1.1004 1.1223  -0.772
O1 -2.2623 1.8964 2.0393  -0.103
C15 -3.7352 0.1925 1.3079  -0.155
C16 -4.7893 0.6214 2.1050  -0.026
C17 -5.8874 -0.1931 2.3145  -0.091
C18 -5.9336 -1.4550 1.7405  -0.104
C19 -4.8783 -1.8949 0.9537  -0.108
C20 -3.7903 -1.0707 0.7309  -0.081
C21 -1.0380 3.4205 -1.2212  -0.372
C22 -2.2171 3.9468 -0.7119  -0.137
C23 -2.9621 4.8648 -1.4295  -0.082
C24 -2.5387 5.2509 -2.6902  -0.090
C25 -1.3786 4.7135 -3.2143  -0.060
C26 -0.6140 3.8038 -2.4907  -0.326
C27 0.6526 3.2748 -3.0892  -0.080
C28 2.7403 3.7761 -0.0914  -0.304
C29 3.2545 2.6851 -0.9853  -0.093
C30 3.5966 4.8309 0.2092  -0.028
H20 3.7698 7.6155 2.1682  0.070
H21 4.3583 7.5608 0.5062  0.079
H22 5.1309 6.5691 1.7404  0.077
H23 1.6763 6.5191 2.3887  0.111
H24 -0.2766 5.2954 2.9267  0.079
H25 -0.5316 3.6627 2.2653  0.039
H26 -1.0105 5.0790 1.3314  0.074
H27 -4.7238 1.5997 2.5581  0.116
H28 -6.7093 0.1505 2.9291  0.102
H29 -6.7881 -2.0973 1.9088  0.099
H30 -4.9033 -2.8837 0.5120  0.102
H31 -2.9586 -1.4022 0.1040  0.069
H32 -2.5521 3.6220 0.2626  0.085
H33 -3.8671 5.2802 -1.0075  0.102
H34 -3.1133 5.9636 -3.2649  0.098
H35 -1.0512 5.0105 -4.2025  0.109
H36 0.5719 3.1913 -4.1735  0.082
H37 0.8928 2.3003 -2.6579  0.024
H38 1.4709 3.9581 -2.8624  0.082
H39 2.5846 1.8263 -0.9608  0.008
H40 4.2390 2.3675 -0.6462  0.069
H41 3.3551 3.0283 -2.0158  0.078
H42 4.5811 4.8580 -0.2430  0.118
C31 3.0244 -7.2471 0.0350  -0.094
C32 1.7005 -7.0909 0.4071  -0.095
C33 1.1351 -5.8293 0.3976  -0.143
C34 1.8763 -4.7141 0.0203  -0.369
C35 3.1961 -4.8851 -0.3652  -0.094
C36 3.7658 -6.1459 -0.3615  -0.083
As1 1.0125 -2.9605 0.3371  1.269
C37 2.4029 -1.8134 -0.3437  -0.356
C38 2.5689 -1.4069 -1.6559  -0.112
C39 3.6704 -0.6427 -2.0109  -0.089
C40 4.5869 -0.2685 -1.0402  -0.101
C41 4.4049 -0.6311 0.2833  -0.010
C42 3.3182 -1.4196 0.6456  -0.191
C43 3.0367 -1.9526 1.9742  -0.216
C44 3.7584 -1.7131 3.1346  -0.017
C45 3.3818 -2.3246 4.3162  -0.077
C46 2.3025 -3.1931 4.3559  -0.078
C47 1.5663 -3.4294 3.2086  -0.110
C48 1.9212 -2.7986 2.0338  -0.388
H43 3.4764 -8.2264 0.0582  0.100
H44 1.1167 -7.9506 0.7052  0.101
H45 0.0981 -5.6893 0.7005  0.087
H46 3.7888 -4.0269 -0.6615  0.102
H47 4.7941 -6.2752 -0.6632  0.102
H48 1.8455 -1.7100 -2.4067  0.075
H49 3.8200 -0.3435 -3.0408  0.106
H50 5.4543 0.3108 -1.3252  0.108
H51 5.1183 -0.3069 1.0274  0.112
H52 4.6090 -1.0482 3.1163  0.107
H53 3.9355 -2.1240 5.2204  0.101
H54 2.0325 -3.6825 5.2798  0.101
H55 0.7066 -4.0928 3.2242  0.099

M   1074.47 g mol⁻¹
2S+1   2
LUMO (alpha / beta)   0.25 / -0.17 eV
Gap between HOMO and LUMO (alpha / beta)   6.50 / 6.94 eV
Calculated total energy   -144621.8785 eV
Charge   0

---

[5]
The following is a quantum chemistry calculation of a cluster of 2 separate species, C2H3NOS in total in a non-equilibrium geometry, from the Open Molecules 2025 dataset.

Last column: Löwdin charge in e.
Geometry (Å):
O1 1.2986 -2.4774 0.8654  0.104
C1 0.5224 -2.0901 0.0844  -0.858
S1 -0.4932 -1.7853 -1.0373  0.798
C2 -0.5544 1.1396 0.1777  -0.209
N1 0.7010 1.3399 0.2681  0.037
H1 -1.1847 1.4799 -0.6361  0.055
H2 -1.2000 0.6404 0.8925  0.051
H3 0.9103 1.7530 -0.6148  0.023

M   89.12 g mol⁻¹
2S+1   1
LUMO   0.54 eV
Gap between HOMO and LUMO   11.05 eV
Calculated total energy   -16494.6644 eV
Structure (SMILES)   O=C=S.C=N
Charge   0

---

[6]
The following is a quantum chemistry calculation of a structure of composition C8H6N2O2 in a non-equilibrium geometry, from the Open Molecules 2025 dataset.

Last column: Löwdin charge in e.
Geometry (Å):
C1 -0.5686 -0.9865 -0.1119  -0.212
C2 0.0291 -2.2188 0.2738  -0.053
C3 1.3352 -2.3697 0.3895  -0.092
C4 2.1464 -1.3290 -0.1263  -0.076
C5 1.5357 -0.0754 -0.3350  -0.016
C6 0.1250 0.1999 -0.1458  -0.067
C7 -0.4464 1.5864 -0.1351  -0.257
C8 -1.7552 3.1072 0.1316  -0.234
H1 -2.2311 -1.9582 -0.2898  0.068
H2 -0.7420 -2.9193 0.6785  0.137
H3 1.8179 -3.2441 0.6863  0.093
H4 3.1921 -1.3231 -0.0087  0.082
H5 2.2995 0.7904 -0.6738  0.159
H6 -2.6463 3.6052 0.4120  0.130
N1 0.1667 2.6444 -0.6633  0.104
N2 -0.6532 3.6505 -0.3240  0.039
O1 -1.9865 -1.0580 -0.1930  0.043
O2 -1.6183 1.8980 0.4349  0.153

M   162.15 g mol⁻¹
2S+1   1
LUMO   0.35 eV
Gap between HOMO and LUMO   9.23 eV
Calculated total energy   -15465.8409 eV
Charge   0